1.
{"formula": "C24H60BF4N4NaO8", "method": "the ωB97M-V functional and the def2-TZVPD basis", "elements": ["Na", "B", "F", "F", "F", "F", "C", "O", "C", "C", "N", "C", "C", "O", "C", "H", "H", "H", "H", "H", "H", "H", "H", "H", "H", "H", "H", "H", "H", "H", "C", "O", "C", "C", "N", "C", "C", "O", "C", "H", "H", "H", "H", "H", "H", "H", "H", "H", "H", "H", "H", "H", "H", "H", "C", "O", "C", "C", "N", "C", "C", "O", "C", "H", "H", "H", "H", "H", "H", "H", "H", "H", "H", "H", "H", "H", "H", "H", "C", "O", "C", "C", "N", "C", "C", "O", "C", "H", "H", "H", "H", "H", "H", "H", "H", "H", "H", "H", "H", "H", "H", "H"], "xyz": [[-0.4698, 2.6889, 0.4734], [1.1283, -1.8412, 0.9741], [1.6042, -2.4847, 2.0849], [1.7875, -2.2059, -0.1942], [-0.1744, -2.0892, 0.9089], [1.3894, -0.5062, 1.1594], [3.2878, 2.6780, -4.2387], [2.7109, 2.8813, -5.4829], [3.6336, 2.7241, -6.5629], [3.1541, 3.4796, -7.8474], [1.7020, 3.2749, -8.0541], [1.4162, 3.9712, -9.3322], [0.1404, 3.2851, -10.0016], [-1.0544, 3.9707, -9.7616], [-1.7216, 4.3886, -10.8947], [2.4147, 2.5418, -3.6006], [3.8734, 3.4968, -3.8207], [3.8090, 1.7280, -4.1199], [3.9460, 1.7262, -6.8706], [4.5639, 3.2885, -6.4990], [3.7704, 2.9631, -8.5833], [3.3051, 4.5590, -7.8329], [1.2379, 3.8812, -7.3929], [2.1487, 3.9874, -10.1393], [1.1006, 4.9921, -9.1171], [0.0330, 2.2129, -9.8371], [0.4961, 3.3093, -11.0317], [-2.6836, 4.8160, -10.6120], [-2.0558, 3.5325, -11.4809], [-1.2156, 5.1529, -11.4846], [5.5497, -3.7326, 5.9556], [5.9689, -4.7499, 5.0580], [5.8123, -4.4964, 3.6848], [6.9424, -3.4484, 3.2896], [7.0076, -3.2616, 1.8489], [7.8412, -2.1170, 1.6015], [7.2441, -0.6655, 1.9040], [8.1616, 0.1959, 2.5782], [9.2429, 0.7872, 1.8970], [4.4876, -3.7802, 5.7154], [5.9123, -2.7217, 5.7694], [5.8492, -4.0483, 6.9550], [4.7850, -4.1943, 3.4810], [6.0014, -5.4508, 3.1934], [7.9217, -3.7100, 3.6904], [6.5819, -2.5110, 3.7131], [6.1059, -2.9839, 1.4885], [8.0098, -2.0298, 0.5281], [8.8833, -2.2296, 1.9005], [6.4112, -0.6806, 2.6069], [7.0779, -0.2493, 0.9104], [9.9541, 0.0887, 1.4561], [9.6480, 1.5895, 2.5136], [8.8707, 1.2150, 0.9661], [-4.7533, 10.0392, -0.7579], [-4.1344, 9.1031, 0.0148], [-2.7746, 9.4460, 0.2399], [-2.3253, 8.8445, 1.5777], [-2.2959, 7.3876, 1.5756], [-1.7724, 6.9054, 2.8313], [-0.2041, 6.9337, 2.9000], [0.2961, 5.9436, 2.0205], [1.6542, 6.0732, 1.5892], [-4.2594, 10.3160, -1.6893], [-4.9770, 10.8416, -0.0549], [-5.7647, 9.7685, -1.0610], [-2.5790, 10.5095, 0.1031], [-2.0826, 8.9227, -0.4201], [-3.1185, 8.9440, 2.3186], [-1.4361, 9.3424, 1.9643], [-1.7035, 7.0932, 0.8124], [-2.0767, 5.8630, 2.9249], [-2.2603, 7.4951, 3.6075], [0.0765, 6.6843, 3.9232], [0.3583, 7.8262, 2.6255], [2.0163, 5.1400, 1.1579], [2.2016, 6.0973, 2.5314], [1.7452, 6.9381, 0.9320], [-5.3523, -5.0011, 3.1532], [-6.4981, -5.6228, 3.7369], [-6.5045, -6.9890, 3.4338], [-7.5642, -7.7382, 4.1497], [-7.6835, -9.0986, 3.6874], [-8.9478, -9.7089, 3.4610], [-8.7315, -11.2631, 3.3558], [-7.6221, -11.7115, 4.2349], [-6.9063, -12.9196, 3.8691], [-4.4712, -5.6425, 3.1379], [-5.0414, -4.0347, 3.5501], [-5.6672, -4.8994, 2.1147], [-5.5124, -7.4223, 3.5603], [-6.7561, -7.0099, 2.3735], [-8.5188, -7.3893, 3.7559], [-7.4132, -7.7526, 5.2291], [-7.1887, -9.7099, 4.3211], [-9.2454, -9.3308, 2.4829], [-9.6879, -9.4863, 4.2296], [-8.2894, -11.6205, 2.4258], [-9.6996, -11.7502, 3.4729], [-6.3572, -12.5703, 2.9947], [-7.5536, -13.7198, 3.5101], [-6.1662, -13.2861, 4.5804]], "forces_ev_per_angstrom": [[0.22, -0.37, 0.20], [1.71, -0.64, -0.02], [1.09, -1.08, 1.19], [0.35, -0.52, -0.71], [-3.28, -0.18, -0.67], [-0.05, 3.01, 0.15], [-1.06, -0.75, 1.39], [1.34, -0.04, -1.70], [-0.11, 2.23, -1.52], [-1.27, -1.57, 1.81], [1.69, 0.58, -1.72], [-3.27, -1.41, 0.09], [1.99, 0.59, -0.75], [0.40, 0.13, 0.82], [-1.56, -0.01, -0.47], [0.02, 0.19, 0.44], [0.26, 0.21, -0.41], [0.43, -0.02, -0.41], [-0.72, -0.50, 0.65], [0.50, -0.12, 1.42], [-0.37, 0.48, -0.68], [0.79, 0.06, 0.20], [-0.01, -0.40, 0.60], [0.67, -0.30, 0.76], [0.16, 0.32, -0.30], [0.12, 0.04, 0.82], [-0.99, 0.29, -0.75], [0.09, 0.29, 0.45], [0.48, -0.14, -0.58], [0.40, -0.19, -0.15], [-0.84, -0.76, -1.12], [1.31, -0.61, 0.58], [2.01, 0.50, 0.33], [-2.73, -0.55, -0.32], [0.70, 0.23, 0.27], [0.34, 1.66, -1.81], [2.10, -0.66, 0.41], [0.25, 0.03, 0.98], [-1.16, -0.29, -1.32], [-0.58, 0.84, 1.24], [0.32, -0.05, -0.20], [-0.39, 0.01, -0.07], [-0.04, 0.47, -0.34], [-0.03, 0.06, -0.11], [-0.20, -0.22, 0.01], [0.43, 0.22, 0.60], [-0.48, -0.43, 0.04], [-0.20, -0.47, -0.41], [-0.18, -0.07, 1.03], [-0.36, -0.15, -0.60], [-0.83, 0.30, 0.12], [0.59, -0.35, 0.87], [0.23, -0.42, 0.00], [-0.35, 0.71, -0.19], [-1.94, 1.41, -0.12], [1.59, -1.54, 0.18], [0.41, -1.45, 0.91], [-1.82, 0.36, 0.69], [0.55, 0.35, -0.99], [1.20, 0.04, -0.86], [-0.16, -0.34, 0.46], [-0.73, -1.53, -1.29], [-0.72, -0.17, 1.69], [0.45, 0.25, 0.18], [0.33, 1.13, -0.60], [0.05, -0.86, 0.04], [-0.17, 0.13, 0.46], [-0.22, 0.02, -1.07], [-0.08, 1.18, 0.11], [0.41, -0.02, -0.14], [0.19, -0.44, -0.13], [0.14, -0.11, 0.35], [0.35, -0.16, 0.30], [0.21, -0.06, 0.25], [-0.76, 0.75, 0.14], [-0.47, 0.07, -0.53], [0.75, 0.80, -0.22], [0.45, -0.04, 0.09], [-0.66, -0.49, -1.16], [0.90, 0.86, 1.84], [0.38, 0.40, -1.39], [-1.65, -0.73, -0.41], [2.50, -1.19, 0.53], [0.67, -0.93, -0.53], [2.00, -0.30, -0.22], [-1.38, -0.24, 1.66], [-0.61, 1.55, -1.80], [0.02, -0.21, 0.32], [-0.67, -0.11, 0.41], [0.55, 0.51, -0.43], [0.13, -0.20, 0.18], [0.18, -0.69, -0.45], [-0.23, 1.26, 1.05], [-0.45, 0.68, 0.16], [0.32, -0.08, -0.19], [-0.87, -0.29, -0.01], [-0.32, 0.00, 0.12], [-0.67, 0.75, -0.86], [0.18, -0.40, 0.59], [0.48, -0.50, -0.32], [-0.22, -0.11, 0.41], [-0.56, 0.47, 0.51]], "mulliken_charge": [0.9681, 0.5631, -0.3811, -0.4075, -0.3614, -0.4080, -0.7666, -0.2689, -0.5179, -0.5880, -0.3982, -0.5712, -0.6200, -0.3464, -0.7527, 0.2133, 0.2951, 0.3319, 0.3452, 0.3422, 0.2982, 0.3759, 0.2285, 0.4645, 0.3215, 0.3921, 0.3296, 0.2614, 0.3134, 0.3182, -0.6338, -0.3689, -0.4647, -0.2345, -0.3730, -0.8946, -0.3829, -0.3675, -0.7402, 0.2855, 0.2638, 0.2258, 0.2925, 0.3022, 0.2567, 0.1120, 0.3326, 0.4508, 0.3757, 0.3196, 0.3812, 0.2928, 0.2512, 0.3197, -0.8132, -0.3000, -0.5874, -0.6942, -0.2598, -0.7351, -0.4437, -0.2984, -0.7397, 0.3164, 0.3342, 0.2521, 0.4749, 0.2331, 0.3624, 0.3913, 0.2234, 0.2849, 0.4190, 0.3184, 0.4267, 0.2205, 0.3406, 0.2967, -0.7108, -0.3349, -0.5067, -0.4969, -0.2156, -0.5824, -0.4650, -0.4064, -0.7787, 0.3017, 0.2502, 0.3076, 0.3248, 0.2795, 0.3271, 0.2654, 0.2170, 0.2917, 0.3662, 0.3398, 0.3172, 0.3560, 0.3088, 0.2448], "lumo_ev": -2.55, "molar_mass_g_mol": 642.558, "homo_ev": -8.11, "homo_lumo_gap_ev": 5.57}


2.
{"formula": "C4H10NO", "method": "the ωB97M-V functional and the def2-TZVPD basis", "elements": ["C", "C", "C", "C", "N", "O", "H", "H", "H", "H", "H", "H", "H", "H", "H", "H"], "xyz": [[-2.0490, 0.1975, 1.3985], [-0.6712, 0.5822, 1.4527], [1.4786, 0.4014, 0.2529], [1.0515, -1.1778, -2.9671], [0.1338, 0.1007, 0.6002], [0.5461, -1.1473, -1.8807], [-2.2205, -0.3192, 2.3505], [-2.2278, -0.4062, 0.5724], [-0.2818, 1.2854, 2.1873], [1.4941, 0.8614, -0.7389], [1.7881, 1.0851, 0.8965], [2.0957, -0.4386, 0.0162], [0.9317, -2.1095, -3.5240], [1.5810, -0.3155, -3.3649], [-0.1796, -0.5877, -0.0504], [-2.6391, 1.1185, 1.4116]], "forces_ev_per_angstrom": [[-0.45, 0.96, 2.25], [1.40, 0.53, -0.13], [-0.54, -0.64, -2.96], [-0.38, -0.71, -0.10], [0.25, -0.88, -0.76], [-0.38, 0.32, 0.96], [-0.52, -0.07, -0.15], [-0.69, -1.08, -1.36], [-0.06, 0.03, -0.13], [-0.51, 0.35, 0.10], [2.26, 2.66, 2.99], [0.25, -0.86, 0.97], [0.36, 0.06, -0.63], [0.27, 0.18, -0.36], [-0.99, -0.61, -0.63], [-0.24, -0.25, -0.06]], "mulliken_charge": [-1.1010, 0.3732, -0.8397, -0.1190, -0.0236, -0.4443, 0.3280, 0.2831, 0.4038, 0.3192, 0.3588, 0.3217, 0.2749, 0.2385, 0.2667, 0.3597], "lumo_ev": -4.06, "molar_mass_g_mol": 88.130, "homo_ev": -14.27, "homo_lumo_gap_ev": 10.22, "total_charge": 1}


So what do the calculations give for relative energy (zero: lowest compared OMol25 entry of this formula, charge and spin)? Going down the list: 172.60, 38.35 kcal per mole.